(1)
{"formula": "C30H29OSi", "method": "the ωB97M-V functional and the def2-TZVPD basis", "species": ["C", "Si", "C", "C", "O", "C", "C", "C", "C", "C", "C", "C", "C", "H", "H", "H", "H", "H", "H", "H", "H", "H", "H", "H", "H", "H", "H", "H", "H", "C", "C", "C", "C", "C", "C", "C", "C", "C", "C", "C", "C", "C", "C", "C", "C", "C", "C", "C", "H", "H", "H", "H", "H", "H", "H", "H", "H", "H", "H", "H", "H"], "positions_angstrom": [[2.178, 2.778, -2.337], [2.188, 0.961, -2.726], [1.603, 0.580, -4.448], [3.791, 0.152, -2.246], [1.068, 0.378, -1.579], [-0.048, -0.391, -1.745], [0.050, -1.734, -1.531], [-1.278, 0.308, -2.144], [-2.252, -0.389, -2.894], [-3.366, 0.284, -3.412], [-3.513, 1.656, -3.184], [-2.558, 2.361, -2.438], [-1.474, 1.685, -1.878], [2.912, 3.328, -2.941], [1.185, 3.200, -2.542], [2.411, 2.927, -1.274], [2.293, 1.005, -5.193], [1.546, -0.503, -4.623], [0.610, 1.015, -4.625], [4.625, 0.516, -2.863], [4.017, 0.371, -1.193], [3.728, -0.938, -2.370], [-0.809, -2.350, -1.761], [0.985, -2.159, -1.174], [-2.096, -1.455, -3.065], [-4.103, -0.273, -3.992], [-4.379, 2.180, -3.591], [-2.661, 3.437, -2.289], [-0.771, 2.197, -1.213], [-0.257, -0.960, 2.126], [-0.565, -2.286, 2.613], [-1.811, -2.884, 2.323], [-2.190, -4.065, 2.956], [-1.323, -4.704, 3.853], [-0.057, -4.160, 4.098], [0.326, -2.969, 3.486], [1.073, -0.445, 1.910], [0.997, 0.986, 1.811], [2.141, 1.763, 1.756], [3.381, 1.115, 1.724], [3.463, -0.289, 1.719], [2.311, -1.077, 1.825], [-0.397, 1.362, 1.879], [-1.177, 0.161, 2.034], [-2.556, 0.277, 2.206], [-3.144, 1.550, 2.188], [-2.362, 2.712, 2.087], [-0.975, 2.620, 1.929], [-2.467, -2.395, 1.602], [-3.175, -4.487, 2.761], [-1.627, -5.624, 4.352], [0.629, -4.669, 4.776], [1.295, -2.523, 3.711], [2.039, 2.849, 1.736], [4.292, 1.714, 1.688], [4.442, -0.771, 1.649], [2.367, -2.162, 1.835], [-3.161, -0.608, 2.371], [-4.230, 1.651, 2.277], [-2.828, 3.696, 2.133], [-0.334, 3.496, 1.858]], "lowdin_charge": [-0.1498, 0.4303, -0.1441, -0.1476, -0.1670, -0.3716, 0.0868, -0.1721, -0.0236, -0.0693, -0.0819, -0.0751, -0.0325, 0.0411, 0.0321, 0.0257, 0.0446, 0.0437, 0.0414, 0.0423, 0.0169, 0.0412, 0.0512, 0.0661, 0.1065, 0.1084, 0.1064, 0.1066, 0.1051, 0.0587, -0.1360, -0.0044, -0.0415, -0.0311, -0.0432, 0.0084, -0.1090, -0.0957, 0.0166, -0.0232, -0.0423, 0.0152, -0.0994, -0.0828, 0.0301, -0.0341, -0.0204, 0.0136, 0.1182, 0.1180, 0.1209, 0.1191, 0.1154, 0.1257, 0.1232, 0.1202, 0.1238, 0.1097, 0.1185, 0.1215, 0.1246], "orbital_gap_ha": 0.176, "lumo_ha": -0.213, "energy_ev": -41500.8487, "homo_energy_ev": -10.6, "total_charge": 1, "e_above_lowest_ev": 0.227}

=====

(2)
{"formula": "C30H30Cl3N3O5PPt", "method": "the ωB97M-V functional and the def2-TZVPD basis", "species": ["Pt", "N", "C", "C", "C", "C", "C", "C", "C", "C", "C", "C", "C", "C", "N", "C", "C", "C", "C", "N", "H", "H", "H", "H", "H", "H", "H", "H", "H", "H", "Cl", "C", "C", "C", "Cl", "C", "O", "C", "Cl", "C", "H", "H", "C", "C", "C", "C", "O", "P", "O", "O", "O", "C", "C", "C", "C", "H", "H", "H", "H", "H", "H", "H", "H", "H", "H", "H", "H", "H", "H", "H", "H", "H", "H"], "positions_angstrom": [[0.802, 0.849, -0.040], [5.012, -1.664, -9.090], [4.535, -1.365, -8.088], [3.935, -0.990, -6.827], [4.368, -1.585, -5.646], [3.795, -1.216, -4.441], [2.785, -0.260, -4.401], [2.355, 0.325, -5.588], [2.927, -0.032, -6.798], [2.167, 0.131, -3.099], [0.809, -0.086, -2.954], [-0.071, -0.754, -3.860], [-1.292, -0.827, -3.249], [-1.145, -0.216, -1.976], [0.087, 0.232, -1.807], [3.014, 0.667, -2.134], [4.391, 1.002, -2.289], [4.808, 1.542, -1.100], [3.681, 1.535, -0.245], [2.618, 1.030, -0.853], [5.147, -2.334, -5.675], [4.117, -1.683, -3.520], [1.576, 1.075, -5.557], [2.596, 0.429, -7.719], [0.196, -1.147, -4.826], [-2.193, -1.275, -3.634], [-1.868, -0.103, -1.185], [4.975, 0.872, -3.185], [5.792, 1.902, -0.847], [3.621, 1.883, 0.772], [3.552, -0.369, 6.673], [2.915, -0.644, 5.061], [2.499, 0.424, 4.292], [2.010, 0.181, 3.026], [1.471, 1.612, 2.125], [1.890, -1.106, 2.406], [1.460, -1.308, 1.248], [2.333, -2.147, 3.294], [2.224, -3.781, 2.697], [2.827, -1.936, 4.560], [2.543, 1.432, 4.681], [3.142, -2.777, 5.161], [-4.416, -1.922, 2.065], [-3.055, -1.848, 2.744], [-3.177, -1.258, 4.143], [-2.400, -3.220, 2.800], [-2.181, -1.073, 1.900], [-1.883, 0.489, 1.962], [-1.357, 0.945, 3.260], [-1.086, 0.749, 0.695], [-3.356, 1.085, 1.680], [-3.625, 2.461, 1.336], [-3.453, 2.645, -0.166], [-5.076, 2.668, 1.739], [-2.719, 3.417, 2.105], [-5.074, -2.593, 2.621], [-4.302, -2.304, 1.049], [-4.872, -0.934, 2.015], [-3.802, -1.919, 4.749], [-3.633, -0.268, 4.119], [-2.196, -1.160, 4.607], [-3.009, -3.909, 3.390], [-1.410, -3.144, 3.250], [-2.282, -3.621, 1.793], [-4.055, 1.910, -0.704], [-2.410, 2.522, -0.451], [-3.783, 3.646, -0.456], [-5.719, 1.968, 1.203], [-5.395, 3.686, 1.506], [-5.195, 2.497, 2.809], [-1.678, 3.299, 1.803], [-2.780, 3.225, 3.176], [-3.027, 4.445, 1.900]], "lowdin_charge": [1.0288, 0.1435, -0.1847, -0.2351, -0.0163, -0.0080, -0.1709, -0.0130, -0.0197, -0.0453, -0.2384, -0.0294, -0.0612, -0.1141, -0.0923, -0.2405, -0.0353, -0.0709, -0.1559, -0.1262, 0.1197, 0.1325, 0.1284, 0.1183, 0.1052, 0.0923, 0.1002, 0.1042, 0.0910, 0.0685, 0.5885, -0.6946, -0.1589, -0.4771, 0.7455, -0.5345, -0.1420, -0.5876, 0.6471, -0.1628, 0.1010, 0.0961, -0.0328, -0.6292, -0.0421, -0.0269, -0.1468, 0.2592, -0.2797, -0.4834, -0.1705, -0.6327, -0.0326, -0.0378, -0.0398, 0.0827, 0.0869, 0.0723, 0.0852, 0.0778, 0.0873, 0.0834, 0.0879, 0.0884, 0.0883, 0.0707, 0.0846, 0.0835, 0.0824, 0.0869, 0.0772, 0.0877, 0.0860], "orbital_gap_ha": 0.205, "lumo_ha": 0.043, "energy_ev": -96413.9178, "homo_energy_ev": -4.4, "total_charge": -1, "e_above_lowest_ev": 0.357}

=====

(3)
{"formula": "C30H30CoN3O3S2", "method": "the ωB97M-V functional and the def2-TZVPD basis", "species": ["Co", "C", "C", "N", "N", "C", "O", "C", "C", "C", "C", "C", "C", "C", "C", "C", "C", "C", "N", "H", "H", "H", "H", "H", "H", "H", "H", "H", "H", "H", "H", "O", "S", "C", "C", "C", "C", "S", "O", "C", "C", "C", "C", "C", "C", "C", "C", "C", "C", "C", "C", "H", "H", "H", "H", "H", "H", "H", "H", "H", "H", "H", "H", "H", "H", "H", "H", "H", "H"], "positions_angstrom": [[1.280, -0.789, -0.204], [2.572, -4.662, 1.222], [2.100, -3.263, 1.067], [1.414, -2.817, 0.042], [0.992, -3.481, -1.005], [0.663, -2.668, -2.009], [0.993, -1.427, -1.919], [-0.068, -3.154, -3.165], [-0.537, -2.220, -4.099], [-1.226, -2.647, -5.215], [-1.441, -4.006, -5.417], [-1.001, -4.934, -4.479], [-0.314, -4.518, -3.357], [2.408, -2.208, 2.009], [2.829, -2.371, 3.328], [3.118, -1.246, 4.085], [3.016, 0.019, 3.520], [2.588, 0.117, 2.199], [2.277, -0.957, 1.476], [2.325, -5.246, 0.340], [2.109, -5.122, 2.097], [3.650, -4.688, 1.381], [-0.331, -1.173, -3.935], [-1.587, -1.930, -5.939], [-1.940, -4.342, -6.314], [-1.186, -5.986, -4.645], [0.066, -5.231, -2.641], [2.927, -3.353, 3.757], [3.431, -1.349, 5.111], [3.263, 0.901, 4.089], [2.691, 2.045, 2.022], [-0.127, 0.512, -0.085], [-1.570, 0.807, -0.473], [-2.228, 1.354, 1.162], [-1.561, 2.703, 1.395], [-1.587, 3.162, 2.853], [-0.698, 4.381, 3.080], [1.017, 4.053, 2.529], [2.414, 1.261, 1.524], [1.108, 5.064, 1.073], [1.404, 4.458, -0.143], [1.440, 5.232, -1.287], [1.225, 6.603, -1.211], [0.958, 7.201, 0.013], [0.889, 6.436, 1.162], [-2.336, -0.815, -0.660], [-1.805, -1.933, -0.041], [-2.330, -3.181, -0.334], [-3.389, -3.297, -1.222], [-3.928, -2.168, -1.821], [-3.391, -0.919, -1.554], [-1.931, 0.615, 1.906], [-3.312, 1.415, 1.106], [-2.027, 3.450, 0.749], [-0.515, 2.599, 1.090], [-1.254, 2.346, 3.498], [-2.604, 3.431, 3.148], [-0.647, 4.620, 4.140], [-1.054, 5.246, 2.523], [1.574, 3.393, -0.191], [1.635, 4.766, -2.240], [1.274, 7.205, -2.103], [0.811, 8.266, 0.075], [0.708, 6.897, 2.120], [-0.985, -1.831, 0.663], [-1.913, -4.060, 0.131], [-3.799, -4.271, -1.445], [-4.762, -2.259, -2.499], [-3.784, -0.035, -2.033]], "lowdin_charge": [0.8170, -0.0014, -0.2304, -0.0460, 0.0953, -0.4005, -0.1145, -0.1560, -0.0173, -0.0643, -0.0561, -0.0619, -0.0169, -0.1696, 0.0207, -0.0127, 0.0178, -0.3546, 0.0755, 0.0815, 0.0941, 0.0990, 0.1131, 0.1090, 0.1111, 0.1111, 0.1128, 0.1238, 0.1264, 0.1193, 0.0737, -0.5891, 1.1004, -0.2714, -0.2812, -0.2222, -0.3636, 1.1966, 0.0482, -0.4707, -0.0584, -0.0147, 0.0097, -0.0140, -0.0572, -0.3786, -0.0889, -0.0493, -0.0381, -0.0446, -0.0759, 0.1106, 0.1129, 0.1325, 0.0507, 0.1248, 0.1398, 0.0988, 0.0956, 0.1102, 0.1287, 0.1324, 0.1297, 0.1275, 0.0982, 0.1190, 0.1206, 0.1186, 0.1133], "orbital_gap_ha": [0.253, 0.089], "lumo_ha": [-0.205, -0.368], "energy_ev": -101491.6924, "spin_multiplicity": 5, "homo_energy_ev": [-12.5, -12.4], "total_charge": 2, "e_above_lowest_ev": 1.561}